(1)
The molecule C22H24FN3O3S at a distorted geometry, computed with ωB97M-V with the def2-TZVPD basis set.

Last columns: bonded neighbours and bond lengths (Å).
Geometry (Å):
1 S 2.910 -1.476 -0.208  O4 1.430, O5 1.437, N8 1.664, C18 1.806
2 F 5.559 -0.659 -1.148  C23 1.339
3 O -2.006 -1.755 1.705  C30 1.213
4 O 3.620 -2.457 0.554  S1 1.430
5 O 2.786 -1.653 -1.628  S1 1.437
6 N -3.151 -1.874 -0.226  C17 1.444, C30 1.353, H47 1.007
7 N -1.501 1.722 -2.141  C10 1.364, C26 1.369, H48 1.005
8 N 1.429 -1.199 0.498  S1 1.664, C21 1.447, C29 1.444
9 C 5.635 1.528 -0.297  C16 1.384, C23 1.386, H44 1.078
10 C -1.318 2.091 -0.841  N7 1.364, C11 1.390, C13 1.417
11 C -0.288 2.810 -0.247  C10 1.390, C25 1.378, H46 1.080
12 C -1.423 2.514 1.869  C25 1.398, C27 1.376, H31 1.080
13 C -2.403 1.574 -0.089  C10 1.417, C15 1.430, C27 1.395
14 C 0.166 -3.312 0.722  C20 1.533, C21 1.529, H33 1.093, H38 1.091
15 C -3.245 0.875 -1.010  C13 1.430, C22 1.494, C26 1.364
16 C 5.016 2.543 0.413  C9 1.384, C28 1.386, H50 1.079
17 C -4.260 -1.067 0.225  N6 1.444, C22 1.536, H34 1.091, H53 1.096
18 C 3.701 0.125 0.061  S1 1.806, C19 1.382, C23 1.383
19 C 3.096 1.143 0.775  C18 1.382, C28 1.386, H43 1.078
20 C -0.913 -2.765 -0.219  C14 1.533, C24 1.536, C30 1.529, H35 1.097
21 C 0.918 -2.183 1.429  N8 1.447, C14 1.529, H39 1.090, H54 1.093
22 C -4.504 0.131 -0.704  C15 1.494, C17 1.536, H45 1.092, H51 1.093
23 C 4.964 0.327 -0.464  F2 1.339, C9 1.386, C18 1.383
24 C -0.276 -1.757 -1.186  C20 1.536, C29 1.528, H41 1.092, H49 1.092
25 C -0.355 3.009 1.114  C11 1.378, C12 1.398, H52 1.080
26 C -2.653 0.989 -2.235  N7 1.369, C15 1.364, H40 1.074
27 C -2.448 1.804 1.286  C12 1.376, C13 1.395, H42 1.079
28 C 3.752 2.352 0.948  C16 1.386, C19 1.386, H36 1.079
29 C 0.429 -0.659 -0.393  N8 1.444, C24 1.528, H32 1.094, H37 1.091
30 C -2.054 -2.083 0.537  O3 1.213, N6 1.353, C20 1.529
31 H -1.437 2.694 2.933  C12 1.080
32 H -0.293 -0.105 0.214  C29 1.094
33 H 0.878 -3.898 0.138  C14 1.093
34 H -3.995 -0.734 1.230  C17 1.091
35 H -1.340 -3.596 -0.793  C20 1.097
36 H 3.276 3.144 1.504  C28 1.079
37 H 0.936 0.031 -1.069  C29 1.091
38 H -0.290 -3.957 1.474  C14 1.091
39 H 1.777 -2.581 1.969  C21 1.090
40 H -2.981 0.606 -3.183  C26 1.074
41 H -1.029 -1.306 -1.836  C24 1.092
42 H -3.265 1.430 1.882  C27 1.079
43 H 2.115 0.980 1.190  C19 1.078
44 H 6.620 1.650 -0.718  C9 1.078
45 H -5.226 0.795 -0.221  C22 1.092
46 H 0.536 3.191 -0.833  C11 1.080
47 H -3.141 -2.140 -1.198  N6 1.007
48 H -0.887 1.945 -2.905  N7 1.005
49 H 0.468 -2.262 -1.805  C24 1.092
50 H 5.527 3.484 0.551  C16 1.079
51 H -4.942 -0.219 -1.642  C22 1.093
52 H 0.429 3.561 1.611  C25 1.080
53 H -5.168 -1.678 0.284  C17 1.096
54 H 0.247 -1.671 2.122  C21 1.093

The calculation puts the relative energy (zero: lowest compared OMol25 entry of this formula, charge and spin) at 100.59 kJ/mol. The calculation puts the energy at -1740.8140 hartree. The structure (SMILES) is O=C(NCCc1c[nH]c2ccccc12)C1CCN(S(=O)(=O)c2ccccc2F)CC1. Its frontier orbital gap is 0.322 Ha.



(2)
The molecule C22H24N2O3 at a distorted geometry, computed with ωB97M-V with the def2-TZVPD basis set.

Last columns: bonded neighbours and bond lengths (Å).
Geometry (Å):
1 O -3.269 -0.895 1.028  C10 1.248
2 O -0.386 -1.455 -0.591  C27 1.222
3 O 0.449 -3.099 0.693  C15 1.488, C27 1.377
4 N -1.931 -2.876 0.591  C9 1.540, C10 1.507, C27 1.476
5 N -1.057 -3.538 -3.829  C13 1.384, C16 1.371, C21 1.439
6 C -4.891 -5.051 -1.261  C8 1.422, C22 1.434, H30 1.095
7 C -6.287 -5.973 0.520  C8 1.392, C12 1.515, C20 1.385
8 C -5.971 -5.871 -0.832  C6 1.422, C7 1.392, H33 1.086
9 C -2.811 -3.339 -0.586  N4 1.540, C22 1.650, C26 1.488, H43 1.067
10 C -2.415 -1.716 1.421  O1 1.248, N4 1.507, C11 1.518
11 C -1.890 -1.422 2.815  C10 1.518, H39 1.116, H49 1.102, H51 1.125
12 C -7.383 -6.894 1.016  C7 1.515, H29 1.100, H35 1.099, H36 1.102
13 C -1.328 -4.892 -3.727  N5 1.384, C18 1.426, C19 1.397
14 C 2.953 -3.213 0.583  C15 1.514, H32 1.091, H34 1.095, H48 1.097
15 C 1.653 -3.077 -0.181  O3 1.488, C14 1.514, H40 1.103, H46 1.108
16 C -1.575 -2.894 -2.735  N5 1.371, C26 1.384, H28 1.070
17 C -2.401 -6.439 -2.216  C18 1.407, C23 1.409, H50 1.082
18 C -2.044 -5.111 -2.513  C13 1.426, C17 1.407, C26 1.494
19 C -0.975 -5.901 -4.626  C13 1.397, C24 1.412, H31 1.088
20 C -5.548 -5.221 1.418  C7 1.385, C25 1.400, H41 1.074
21 C -0.326 -2.905 -4.894  N5 1.439, H37 1.092, H45 1.094, H47 1.093
22 C -4.061 -4.379 -0.304  C6 1.434, C9 1.650, C25 1.370
23 C -2.067 -7.468 -3.120  C17 1.409, C24 1.401, H44 1.092
24 C -1.365 -7.220 -4.307  C19 1.412, C23 1.401, H42 1.098
25 C -4.479 -4.421 0.999  C20 1.400, C22 1.370, H38 1.082
26 C -2.127 -3.785 -1.831  C9 1.488, C16 1.384, C18 1.494
27 C -0.606 -2.419 0.127  O2 1.222, O3 1.377, N4 1.476
28 H -1.472 -1.835 -2.622  C16 1.070
29 H -7.543 -6.795 2.099  C12 1.100
30 H -4.768 -4.998 -2.348  C6 1.095
31 H -0.448 -5.658 -5.547  C19 1.088
32 H 2.927 -3.979 1.359  C14 1.091
33 H -6.602 -6.442 -1.506  C8 1.086
34 H 3.247 -2.258 1.030  C14 1.095
35 H -8.349 -6.690 0.533  C12 1.099
36 H -7.150 -7.953 0.819  C12 1.102
37 H 0.432 -2.231 -4.490  C21 1.092
38 H -3.912 -3.801 1.682  C25 1.082
39 H -2.016 -0.332 3.021  C11 1.116
40 H 1.688 -2.128 -0.742  C15 1.103
41 H -5.770 -5.254 2.469  C20 1.074
42 H -1.127 -8.051 -4.983  C24 1.098
43 H -3.301 -2.402 -0.725  C9 1.067
44 H -2.354 -8.492 -2.871  C23 1.092
45 H -0.986 -2.318 -5.538  C21 1.094
46 H 1.536 -3.900 -0.915  C15 1.108
47 H 0.164 -3.670 -5.502  C21 1.093
48 H 3.732 -3.461 -0.148  C14 1.097
49 H -0.859 -1.689 3.101  C11 1.102
50 H -2.918 -6.630 -1.285  C17 1.082
51 H -2.548 -1.894 3.595  C11 1.125

The calculation puts the relative energy (zero: lowest compared OMol25 entry of this formula, charge and spin) at 401.51 kJ/mol. The calculation puts the energy at -1187.9115 hartree. The structure (SMILES) is CCOC(=O)N(C(C)=O)[C@H](c1ccc(C)cc1)c1cn(C)c2ccccc12. Its frontier orbital gap is 0.312 Ha.



(3)
The molecule C22H24N2O4S, computed with ωB97M-V with the def2-TZVPD basis set.

Last columns: bonded neighbours and bond lengths (Å).
Geometry (Å):
1 S 0.208 -2.870 0.509  O3 1.440, O4 1.428, N6 1.697, C23 1.784
2 O -2.359 0.776 2.189  C19 1.353, C22 1.363
3 O 1.365 -2.535 -0.280  S1 1.440
4 O 0.124 -4.198 1.028  S1 1.428
5 O -2.219 -1.289 2.991  C22 1.215
6 N 0.187 -1.813 1.836  S1 1.697, C14 1.414, H34 1.017
7 N 1.290 0.229 0.220  C11 1.452, C27 1.357, H51 1.016
8 C 3.071 1.151 -1.172  C11 1.533, C15 1.527, H31 1.092, H37 1.093
9 C -0.410 2.592 -0.322  C12 1.377, C13 1.401, H47 1.077
10 C -1.193 -1.443 -1.367  C20 1.383, C23 1.381, H41 1.078
11 C 2.400 1.164 0.206  N7 1.452, C8 1.533, C21 1.537, H46 1.095
12 C -1.225 3.689 -0.489  C9 1.377, C17 1.390, H45 1.079
13 C -0.705 1.609 0.631  C9 1.401, C19 1.404, C27 1.453
14 C -0.455 -0.570 1.627  N6 1.414, C22 1.440, C27 1.378
15 C 3.764 -0.182 -1.443  C8 1.527, C29 1.525, H35 1.091, H43 1.092
16 C -4.857 -0.714 -1.942  C28 1.497, H38 1.090, H39 1.087, H44 1.087
17 C -2.370 3.837 0.286  C12 1.390, C25 1.377, H40 1.079
18 C -3.653 -2.289 -0.402  C24 1.384, C28 1.392, H36 1.079
19 C -1.907 1.733 1.346  O2 1.353, C13 1.404, C25 1.394
20 C -2.361 -0.919 -1.890  C10 1.383, C28 1.392, H33 1.080
21 C 3.418 0.798 1.298  C11 1.537, C26 1.527, H48 1.093, H50 1.093
22 C -1.720 -0.422 2.300  O2 1.363, O5 1.215, C14 1.440
23 C -1.273 -2.385 -0.359  S1 1.784, C10 1.381, C24 1.380
24 C -2.489 -2.814 0.132  C18 1.384, C23 1.380, H49 1.078
25 C -2.719 2.855 1.187  C17 1.377, C19 1.394, H42 1.078
26 C 4.133 -0.518 1.005  C21 1.527, C29 1.525, H32 1.092, H52 1.092
27 C 0.103 0.421 0.849  N7 1.357, C13 1.453, C14 1.378
28 C -3.601 -1.327 -1.406  C16 1.497, C18 1.392, C20 1.392
29 C 4.804 -0.468 -0.364  C15 1.525, C26 1.525, H30 1.094, H53 1.091
30 H 5.566 0.316 -0.371  C29 1.094
31 H 2.323 1.341 -1.945  C8 1.092
32 H 3.425 -1.349 1.025  C26 1.092
33 H -2.312 -0.175 -2.671  C20 1.080
34 H -0.272 -2.293 2.605  N6 1.017
35 H 3.030 -0.989 -1.454  C15 1.091
36 H -4.609 -2.615 -0.022  C18 1.079
37 H 3.807 1.958 -1.208  C8 1.093
38 H -5.044 0.235 -1.439  C16 1.090
39 H -5.712 -1.362 -1.770  C16 1.087
40 H -2.999 4.705 0.165  C17 1.079
41 H -0.223 -1.136 -1.723  C10 1.078
42 H -3.623 2.918 1.772  C25 1.078
43 H 4.243 -0.147 -2.423  C15 1.092
44 H -4.769 -0.516 -3.007  C16 1.087
45 H -0.976 4.434 -1.229  C12 1.079
46 H 2.015 2.166 0.425  C11 1.095
47 H 0.452 2.469 -0.956  C9 1.077
48 H 2.903 0.739 2.260  C21 1.093
49 H -2.510 -3.544 0.926  C24 1.078
50 H 4.154 1.603 1.359  C21 1.093
51 H 1.609 -0.735 0.265  N7 1.016
52 H 4.878 -0.702 1.782  C26 1.092
53 H 5.297 -1.419 -0.568  C29 1.091

The calculation puts the relative energy (zero: lowest compared OMol25 entry of this formula, charge and spin) at 74.74 kJ/mol. The calculation puts the energy at -1661.4361 hartree. The structure (SMILES) is Cc1ccc(S(=O)(=O)Nc2c(NC3CCCCC3)c3ccccc3oc2=O)cc1. Its frontier orbital gap is 0.307 Ha.



(4)
The molecule C22H24N2O5S, computed with ωB97M-V with the def2-TZVPD basis set.

Last columns: bonded neighbours and bond lengths (Å).
Geometry (Å):
1 S 4.242 4.187 -0.347  C9 1.709, C24 1.736
2 O 3.817 -0.259 -1.897  C11 1.334, H34 0.976
3 O 2.159 -2.517 -1.688  C25 1.219
4 O 2.203 2.535 1.049  C26 1.221
5 O -3.218 -2.106 4.268  C20 1.407, C23 1.407
6 O -2.458 1.372 -3.251  C15 1.359, C18 1.407
7 N 0.850 -1.227 -0.281  C12 1.439, C22 1.446, C25 1.345
8 N -1.364 -2.594 2.171  C10 1.454, C13 1.454, C16 1.450
9 C 4.853 4.526 -1.906  S1 1.709, C30 1.364, H47 1.072
10 C -1.670 -1.242 2.610  N8 1.454, C20 1.528, H40 1.105, H43 1.091
11 C 2.694 -0.237 -1.175  O2 1.334, C25 1.490, C28 1.348
12 C -0.179 -2.178 0.049  N7 1.439, C16 1.542, H46 1.092, H52 1.094
13 C -1.479 -3.498 3.303  N8 1.454, C23 1.529, H36 1.104, H53 1.092
14 C -0.357 0.918 -0.260  C21 1.384, C22 1.514, C27 1.390
15 C -1.923 1.467 -2.005  O6 1.359, C27 1.389, C29 1.397
16 C -0.082 -2.689 1.501  N8 1.450, C12 1.542, H45 1.091, H48 1.104
17 C -2.077 2.532 0.147  C21 1.387, C29 1.378, H50 1.079
18 C -1.857 0.501 -4.179  O6 1.407, H35 1.089, H44 1.095, H49 1.095
19 C 3.563 2.665 -2.308  C24 1.372, C30 1.403, H37 1.073
20 C -3.084 -1.212 3.190  O5 1.407, C10 1.528, H38 1.101, H42 1.091
21 C -0.979 1.811 0.595  C14 1.384, C17 1.387, H51 1.078
22 C 0.858 0.138 0.195  N7 1.446, C14 1.514, C28 1.514, H54 1.096
23 C -2.900 -3.415 3.861  O5 1.407, C13 1.529, H32 1.100, H33 1.091
24 C 3.382 2.806 -0.955  S1 1.736, C19 1.372, C26 1.455
25 C 1.885 -1.486 -1.099  O3 1.219, N7 1.345, C11 1.490
26 C 2.543 2.065 -0.025  O4 1.221, C24 1.455, C28 1.469
27 C -0.820 0.750 -1.560  C14 1.390, C15 1.389, H41 1.079
28 C 2.115 0.716 -0.419  C11 1.348, C22 1.514, C26 1.469
29 C -2.552 2.361 -1.135  C15 1.397, C17 1.378, H31 1.078
30 C 4.405 3.648 -2.849  C9 1.364, C19 1.403, H39 1.075
31 H -3.406 2.911 -1.497  C29 1.078
32 H -3.607 -3.747 3.086  C23 1.100
33 H -3.005 -4.046 4.746  C23 1.091
34 H 3.909 -1.170 -2.238  O2 0.976
35 H -2.444 0.594 -5.092  C18 1.089
36 H -0.762 -3.242 4.103  C13 1.104
37 H 3.098 1.893 -2.891  C19 1.073
38 H -3.801 -1.473 2.397  C20 1.101
39 H 4.671 3.702 -3.889  C30 1.075
40 H -0.955 -0.903 3.382  C10 1.105
41 H -0.307 0.056 -2.209  C27 1.079
42 H -3.319 -0.220 3.580  C20 1.091
43 H -1.620 -0.559 1.761  C10 1.091
44 H -1.887 -0.538 -3.836  C18 1.095
45 H 0.219 -3.738 1.496  C16 1.091
46 H -0.066 -3.007 -0.653  C12 1.092
47 H 5.512 5.360 -2.047  C9 1.072
48 H 0.702 -2.124 2.035  C16 1.104
49 H -0.821 0.786 -4.386  C18 1.095
50 H -2.564 3.231 0.809  C17 1.079
51 H -0.598 1.959 1.593  C21 1.078
52 H -1.160 -1.720 -0.104  C12 1.094
53 H -1.282 -4.518 2.966  C13 1.092
54 H 0.922 0.179 1.288  C22 1.096

The calculation puts the relative energy (zero: lowest compared OMol25 entry of this formula, charge and spin) at 168.83 kJ/mol. The calculation puts the energy at -1736.6241 hartree. The structure (SMILES) is COc1cccc([C@@H]2C(C(=O)c3cccs3)=C(O)C(=O)N2CCN2CCOCC2)c1. Its frontier orbital gap is 0.307 Ha.